(1)
The following is a DFT calculation (wB97M-V/def2-TZVPD) of a structure of composition C44H51GeN5O3SSeTi in a non-equilibrium geometry.

Atoms and positions in Å:
Ti 0.273 -1.031 0.443
C -0.289 -0.962 -2.957
O -0.025 -1.719 -1.759
C 0.169 -3.091 -1.911
C 0.188 -3.744 -3.123
C 0.379 -5.124 -3.132
C 0.532 -5.816 -1.941
C 0.495 -5.141 -0.722
C 0.323 -3.772 -0.710
N 0.187 -2.964 0.430
N -0.010 -3.607 1.620
C -0.737 -2.967 2.573
C -1.432 -1.743 2.416
O -1.333 -1.043 1.261
C -2.257 -1.242 3.439
C -2.408 -1.906 4.614
C -1.742 -3.149 4.839
C -1.912 -3.860 6.048
C -1.292 -5.061 6.249
C -0.467 -5.601 5.242
C -0.278 -4.928 4.064
C -0.914 -3.685 3.834
H -1.233 -1.278 -3.388
H -0.367 0.074 -2.658
H 0.530 -1.100 -3.658
H 0.061 -3.209 -4.056
H 0.409 -5.647 -4.081
H 0.675 -6.892 -1.953
H 0.587 -5.660 0.222
H -2.777 -0.309 3.260
H -3.038 -1.492 5.395
H -2.552 -3.436 6.816
H -1.432 -5.597 7.181
H 0.019 -6.558 5.401
H 0.356 -5.335 3.286
C 1.949 -0.990 3.032
O 1.366 -0.707 1.757
H 2.223 -2.035 3.092
H 1.233 -0.761 3.813
H 2.832 -0.375 3.166
Se 0.446 1.348 -0.411
C 0.657 2.331 1.210
C -0.006 2.011 2.392
C 0.228 2.784 3.521
N 1.048 3.843 3.547
C 1.657 4.151 2.397
C 1.499 3.433 1.218
H -0.698 1.181 2.432
H -0.265 2.537 4.457
H 2.317 5.013 2.420
H 2.035 3.722 0.322
C -0.039 5.698 -3.236
C -1.506 5.371 -3.533
C -1.750 3.905 -3.894
C -1.309 2.916 -2.828
N -2.073 3.089 -1.595
C -2.651 2.079 -0.888
S -2.964 0.545 -1.503
N -2.925 2.423 0.388
C -3.726 1.627 1.320
C -5.231 1.661 1.075
C -5.926 2.992 1.370
C -5.575 4.140 0.414
H 0.094 6.768 -3.060
H 0.603 5.416 -4.077
H 0.330 5.174 -2.347
H -1.845 5.989 -4.366
H -2.129 5.648 -2.674
H -1.213 3.666 -4.820
H -2.816 3.749 -4.087
H -0.246 3.015 -2.609
H -1.484 1.901 -3.169
H -1.829 3.905 -1.055
H -2.709 3.364 0.668
H -3.501 2.005 2.321
H -3.371 0.606 1.240
H -5.675 0.883 1.703
H -5.408 1.371 0.036
H -5.706 3.294 2.401
H -7.004 2.819 1.322
H -4.626 4.619 0.671
H -6.340 4.920 0.443
H -5.498 3.783 -0.619
Ge 2.910 -1.173 -0.509
C 3.282 -2.267 -2.083
C 3.349 -1.737 -3.378
C 3.604 -2.564 -4.470
C 3.785 -3.932 -4.280
C 3.725 -4.468 -2.998
C 3.466 -3.643 -1.910
C 3.921 0.486 -0.705
C 3.671 1.419 -1.719
C 4.437 2.572 -1.834
C 5.449 2.831 -0.910
C 5.695 1.928 0.113
C 4.937 0.760 0.210
H 3.689 -1.908 0.602
H 3.232 -0.670 -3.540
H 3.666 -2.139 -5.469
H 3.972 -4.577 -5.132
H 3.869 -5.533 -2.847
H 3.417 -4.074 -0.915
H 2.856 1.263 -2.412
H 4.245 3.272 -2.639
H 6.035 3.741 -0.986
H 6.478 2.128 0.838
H 5.151 0.051 1.005

Calculated values
* electronic energy: -215862.14242 eV
* multiplicity: 3
* LUMO level (alpha / beta): 0.00 / -1.86 eV
* relative energy (zero: lowest compared OMol25 entry of this formula, charge and spin): 0.00 kJ/mol
* HOMO-LUMO gap (alpha / beta): 6.617 / 5.853 eV

=====

(2)
The following is a DFT calculation (wB97M-V/def2-TZVPD) of a structure of composition C44H51IrN2O4S3Se.

Atoms and positions in Å:
Ir 0.854 0.211 -1.376
C 4.013 5.132 4.337
C 2.624 4.971 3.716
C 2.309 6.248 2.921
C 1.603 4.833 4.855
C 2.545 3.750 2.794
C 1.384 3.489 2.082
C 1.288 2.387 1.249
Se -0.302 2.185 0.213
C -1.372 0.986 1.238
C -2.317 1.512 2.113
C -3.192 0.682 2.794
C -3.089 -0.692 2.521
C -2.174 -1.254 1.647
C -1.264 -0.390 0.947
O -0.400 -0.870 0.112
C -2.154 -2.759 1.347
C -2.616 -2.978 -0.107
C -0.739 -3.335 1.529
C -3.091 -3.548 2.266
C -4.281 1.201 3.734
C -4.219 0.474 5.087
C -5.664 0.960 3.106
C -4.130 2.700 3.999
C 2.348 1.479 1.049
O 2.262 0.446 0.256
C 3.547 1.742 1.775
C 3.601 2.855 2.608
C 4.756 0.814 1.597
C 4.386 -0.623 2.001
C 5.946 1.237 2.463
C 5.212 0.841 0.129
H 4.017 6.004 4.999
H 4.778 5.282 3.568
H 4.292 4.256 4.932
H 2.465 7.138 3.544
H 1.273 6.257 2.573
H 2.956 6.318 2.041
H 1.595 5.734 5.484
H 1.849 3.972 5.485
H 0.596 4.680 4.461
H 0.521 4.144 2.166
H -2.338 2.587 2.253
H -3.779 -1.356 3.030
H -1.972 -2.428 -0.793
H -3.647 -2.631 -0.233
H -2.568 -4.044 -0.368
H -0.041 -2.910 0.809
H -0.767 -4.421 1.382
H -0.373 -3.130 2.541
H -4.142 -3.286 2.107
H -2.848 -3.387 3.322
H -2.978 -4.615 2.051
H -4.332 -0.607 4.971
H -5.019 0.829 5.749
H -3.256 0.659 5.576
H -5.844 -0.109 2.961
H -5.722 1.443 2.127
H -6.462 1.362 3.744
H -3.127 2.939 4.366
H -4.855 3.015 4.758
H -4.312 3.289 3.094
H 4.521 3.038 3.143
H 4.080 -0.658 3.052
H 5.257 -1.279 1.874
H 3.569 -1.001 1.389
H 5.696 1.241 3.530
H 6.318 2.230 2.189
H 6.760 0.522 2.310
H 4.420 0.504 -0.541
H 6.084 0.187 -0.005
H 5.495 1.857 -0.164
S 3.508 2.269 -4.763
C 2.650 1.518 -3.548
S 2.922 -0.075 -2.993
S 1.343 2.276 -2.707
O 0.766 -3.468 -1.379
C 0.247 -2.902 -2.321
N -0.334 -3.583 -3.403
C -0.634 -2.660 -4.481
C -0.387 -1.304 -3.762
O -0.637 -0.235 -4.282
N 0.118 -1.542 -2.526
C -2.103 -2.718 -4.922
C -2.532 -1.993 -6.033
C -3.866 -2.010 -6.413
C -4.793 -2.752 -5.686
C -4.373 -3.467 -4.576
C -3.034 -3.447 -4.194
C 0.327 -2.840 -5.653
C 0.302 -4.045 -6.355
C 1.174 -4.272 -7.408
C 2.087 -3.287 -7.776
C 2.118 -2.088 -7.080
C 1.241 -1.860 -6.023
H 0.072 -4.481 -3.604
H -1.815 -1.398 -6.587
H -4.186 -1.434 -7.273
H -5.836 -2.765 -5.982
H -5.088 -4.037 -3.991
H -2.702 -3.984 -3.314
H -0.422 -4.809 -6.082
H 1.142 -5.213 -7.944
H 2.772 -3.458 -8.598
H 2.836 -1.320 -7.345
H 1.286 -0.926 -5.474

Calculated values
* electronic energy: -158320.61822 eV
* multiplicity: 5
* LUMO level (alpha / beta): 3.88 / 3.87 eV
* total charge: -2
* HOMO-LUMO gap (alpha / beta): 5.205 / 6.391 eV